No. 1
Computed, not measured: a molecular structure, H2O2Sn in a non-equilibrium geometry, with the ωB97M-V functional and the def2-TZVPD basis.

Positions of all 5 atoms, in Å:
Sn: 0.24297 0.60450 -0.23102
O: 1.16779 -0.90461 -2.59777
H: 0.53139 -1.59775 -2.86061
O: -0.54889 0.80057 2.64877
H: -1.39325 1.09729 3.04061

The HOMO energy comes out at -8.925 eV. The total energy comes out at -9952.9794 eV. The calculation puts the energy relative to the best compared isomer or geometry (same formula, charge and spin) at 27.37 kcal per mole.



No. 2
Computed, not measured: 2 unconnected molecules or ions with the total composition H2O4 in a non-equilibrium geometry, with the ωB97M-V functional and the def2-TZVPD basis.

Positions of all 6 atoms, in Å:
O: 2.67925 -0.63267 -0.29814
O: 2.60411 0.54241 0.13004
O: -1.98330 0.24862 -0.36781
O: -1.14309 -0.68929 0.26269
H: -1.93982 0.94809 0.31487
H: -0.21717 -0.41716 -0.04165

As for the SMILES: O=O.OO. The HOMO energy comes out at -10.845 eV. The total energy comes out at -8214.0569 eV. The calculation puts the energy relative to the best compared isomer or geometry (same formula, charge and spin) at 12.86 kcal per mole.



No. 3
Computed, not measured: 2 unconnected molecules or ions with the total composition H2O4P2 in a non-equilibrium geometry, with the ωB97M-V functional and the def2-TZVPD basis.

Positions of all 8 atoms, in Å:
O: -0.91901 -1.94335 0.56411
O: 0.67354 1.78267 -1.22579
O: -2.20670 0.19398 0.39853
O: 0.82034 -0.65488 -2.02528
P: -0.85598 -0.42889 0.49640
P: 0.77526 0.31603 -0.88352
H: 0.04181 0.68049 2.66202
H: 1.67074 0.05396 0.01354

The HOMO energy (spin up / spin down) comes out at 0.404 / 0.403 eV. The total energy comes out at -26800.0908 eV. The calculation puts the energy relative to the best compared isomer or geometry (same formula, charge and spin) at 43.96 kcal per mole. Its net charge is -2.



No. 4
Computed, not measured: a gas-phase ion, H2O5P2 (charge -2) in a non-equilibrium geometry, with the ωB97M-V functional and the def2-TZVPD basis.

Positions of all 9 atoms, in Å:
O: 1.65245 -1.38602 0.62036
P: 1.03571 -0.05752 1.01685
O: 1.82928 1.16200 0.09498
P: -1.12980 0.15802 -0.01713
O: -2.31204 -0.26390 0.81153
O: -1.28706 1.42094 -0.81304
O: -0.77048 -1.16151 -1.00129
H: 1.07115 1.60793 -0.31993
H: -0.08921 -1.47994 -0.39234

As for the SMILES: O=P(O)=P([O-])([O-])O. The HOMO energy comes out at 1.458 eV. The total energy comes out at -28850.3818 eV. The calculation puts the energy relative to the best compared isomer or geometry (same formula, charge and spin) at 50.76 kcal per mole. Its net charge is -2.



No. 5
Computed, not measured: a molecular structure, H2ORb, with the ωB97M-V functional and the def2-TZVPD basis.

Positions of all 4 atoms, in Å:
Rb: 0.16706 1.43792 -1.78246
O: -0.21382 -0.14824 0.72973
H: -0.68213 -0.93281 0.40108
H: 0.72890 -0.35687 0.65166

The HOMO energy comes out at -16.461 eV. The total energy comes out at -2729.8138 eV. The calculation puts the energy relative to the best compared isomer or geometry (same formula, charge and spin) at 7.18 kcal per mole. Its net charge is +1.



No. 6
Computed, not measured: a molecular structure, H2ORb, with the ωB97M-V functional and the def2-TZVPD basis.

Positions of all 4 atoms, in Å:
Rb: 2.20810 3.43745 -1.42272
O: -0.59153 -0.81137 0.33346
H: -1.23267 -0.92310 1.03536
H: -0.38391 -1.70299 0.05391

The HOMO energy comes out at -14.229 eV. The total energy comes out at -2729.6732 eV. The calculation puts the energy relative to the best compared isomer or geometry (same formula, charge and spin) at 10.43 kcal per mole. Its net charge is +1.